Below is a structure of composition C33H30Cl2O21Si2, with properties calculated with wB97M-V/def2-TZVPD.

```
! wB97M-V def2-TZVPD RIJCOSX def2/J DEFGRID3
* xyz 0 1
C -3.836 -4.711 8.955
C -3.131 -3.253 8.703
Cl -2.090 -3.454 7.138
C -4.167 -2.022 8.387
Cl -3.273 -0.452 8.943
Si -5.819 -2.068 9.374
O -7.173 -1.988 8.206
Si -8.135 -3.453 8.340
H -4.551 -4.965 8.035
H -4.353 -4.844 9.996
H -2.962 -5.523 8.916
H -2.361 -2.939 9.540
H -4.367 -1.846 7.225
H -5.955 -3.178 10.307
H -5.918 -0.821 10.175
H -7.421 -4.665 7.929
H -8.722 -3.670 9.673
H -9.264 -3.309 7.411
C -4.223 -1.971 3.070
C -4.158 -1.432 1.851
C -3.981 0.035 1.662
O -3.906 0.499 0.530
C -3.907 0.880 2.864
C -3.975 0.341 4.082
C -4.124 -1.128 4.271
O -4.166 -1.596 5.404
O -3.909 1.130 5.216
O -4.252 -2.218 0.717
H -4.349 -3.036 3.221
H -3.796 1.946 2.712
H -3.979 0.507 5.972
H -4.176 -1.595 -0.039
C 0.534 -0.437 -1.683
C 1.433 0.116 -2.499
C 1.101 1.314 -3.318
O 1.955 1.811 -4.044
C -0.262 1.858 -3.222
C -1.163 1.303 -2.409
C -0.823 0.122 -1.569
O -1.666 -0.355 -0.818
O -2.447 1.808 -2.316
O 2.709 -0.406 -2.612
H 0.762 -1.307 -1.080
H -0.496 2.719 -3.836
H -2.905 1.236 -1.662
H 3.169 0.170 -3.262
C 5.826 -1.808 -3.650
C 6.040 -0.613 -4.204
C 6.957 -0.451 -5.366
O 7.119 0.657 -5.865
C 7.646 -1.649 -5.871
C 7.435 -2.843 -5.315
C 6.497 -3.009 -4.171
O 6.309 -4.122 -3.693
O 8.081 -3.972 -5.783
O 5.415 0.521 -3.718
H 5.160 -1.940 -2.807
H 8.324 -1.514 -6.704
H 7.761 -4.710 -5.219
H 5.731 1.257 -4.286
C -4.609 4.537 -6.781
C -5.849 4.046 -6.768
C -6.297 3.103 -5.706
O -7.449 2.683 -5.709
C -5.319 2.705 -4.681
C -4.078 3.194 -4.696
C -3.639 4.158 -5.742
O -2.497 4.604 -5.720
O -3.153 2.822 -3.737
O -6.766 4.396 -7.743
H -4.271 5.225 -7.546
H -5.653 2.006 -3.925
H -2.332 3.311 -3.964
H -7.589 3.912 -7.513
C 8.285 3.352 -1.219
C 7.464 2.338 -1.500
C 7.957 0.933 -1.542
O 7.175 0.020 -1.784
C 9.387 0.697 -1.292
C 10.208 1.711 -1.015
C 9.710 3.112 -0.946
O 10.486 4.022 -0.671
O 11.554 1.496 -0.782
O 6.124 2.556 -1.761
H 7.940 4.378 -1.183
H 9.735 -0.327 -1.343
H 11.933 2.385 -0.603
H 5.744 1.667 -1.933
*
```

Results
- highest occupied orbital energy (eV) = -9.8
- F_max (eV/A) = 7.5
- molar mass (g mol⁻¹) = 889.660
- electronic energy (a.u.) = -4354.79977
- Kohn-Sham gap (eV) = 7.9747

Mulliken atomic charge list, values in e, 6 entries: atom 1 (C): -1.02, atom 2 (C): -0.02, atom 3 (Cl): -0.21, atom 4 (C): 0.60, atom 5 (Cl): -0.21, atom 6 (Si): 0.46